1.
{"formula": "C31H32CdN5O4S", "method": "ωB97M-V with the def2-TZVPD basis set", "de_lowest_ev": 0.000, "fmax_ev_per_a": 0.63, "gap_ha": 0.2390, "e_homo_ha": -0.14819, "charge": -1, "species": ["Cd", "C", "O", "C", "O", "N", "N", "H", "H", "H", "H", "H", "H", "O", "C", "O", "C", "C", "C", "C", "C", "C", "S", "H", "H", "H", "H", "C", "C", "C", "C", "C", "C", "C", "N", "C", "N", "C", "C", "C", "C", "C", "C", "C", "N", "C", "C", "C", "C", "C", "C", "C", "H", "H", "H", "H", "H", "H", "H", "H", "H", "H", "H", "H", "H", "H", "H", "H", "H", "H", "H", "H", "H", "H"], "coordinates": [[-0.24, -1.30, -1.26], [0.83, -4.19, -4.61], [1.96, -4.01, -3.76], [2.02, -2.81, -3.15], [1.26, -1.90, -3.39], [3.04, -2.81, -2.26], [3.15, -1.69, -1.42], [1.06, -5.07, -5.20], [0.70, -3.32, -5.25], [-0.06, -4.35, -4.00], [3.26, -3.72, -1.88], [4.13, -1.47, -1.27], [2.66, -1.86, -0.53], [-0.24, -1.23, 1.73], [0.23, -2.23, 1.17], [1.26, -2.24, 0.42], [-0.49, -3.55, 1.32], [-0.77, -4.00, 2.60], [-1.43, -5.20, 2.82], [-1.84, -5.94, 1.72], [-1.58, -5.49, 0.44], [-0.89, -4.30, 0.19], [-0.61, -3.86, -1.50], [-0.47, -3.37, 3.43], [-1.63, -5.54, 3.83], [-2.36, -6.88, 1.87], [-1.91, -6.07, -0.41], [0.98, 5.42, 1.31], [0.28, 4.50, 2.28], [-0.10, 4.94, 3.54], [-0.76, 4.11, 4.43], [-1.01, 2.79, 4.07], [-0.62, 2.32, 2.83], [0.00, 3.18, 1.92], [0.40, 2.73, 0.66], [-0.16, 1.68, -0.07], [-1.50, 1.62, 0.08], [-2.52, 0.70, -0.31], [-2.25, -0.48, -0.98], [-3.34, -1.30, -1.25], [-4.64, -0.96, -0.89], [-4.86, 0.24, -0.23], [-3.81, 1.09, 0.07], [-4.08, 2.38, 0.81], [0.57, 0.94, -0.83], [1.96, 1.20, -0.81], [2.71, 0.98, 0.34], [4.08, 1.23, 0.35], [4.70, 1.68, -0.80], [3.95, 1.88, -1.96], [2.59, 1.63, -1.99], [1.79, 1.77, -3.25], [1.02, 6.43, 1.70], [0.47, 5.43, 0.35], [2.01, 5.10, 1.13], [0.11, 5.97, 3.81], [-1.06, 4.48, 5.40], [-1.49, 2.12, 4.76], [-0.77, 1.28, 2.56], [1.32, 3.01, 0.34], [-1.85, 2.37, 0.65], [-3.17, -2.26, -1.74], [-5.46, -1.62, -1.11], [-5.87, 0.53, 0.06], [-5.15, 2.49, 0.98], [-3.75, 3.25, 0.25], [-3.60, 2.41, 1.79], [2.20, 0.59, 1.21], [4.65, 1.05, 1.25], [5.77, 1.87, -0.81], [4.44, 2.21, -2.87], [2.41, 2.16, -4.05], [0.93, 2.43, -3.11], [1.41, 0.80, -3.55]]}

2.
{"formula": "C46H62BrCrN3O3PSi2", "method": "ωB97M-V with the def2-TZVPD basis set", "de_lowest_ev": 0.388, "fmax_ev_per_a": 0.93, "gap_ha": [0.1735, 0.2180], "e_homo_ha": [-0.09061, -0.13505], "charge": -1, "multiplicity": 5, "s2": 6.1513, "species": ["Cr", "O", "C", "C", "C", "C", "C", "C", "C", "P", "C", "C", "C", "C", "C", "C", "C", "C", "C", "C", "C", "C", "H", "H", "H", "H", "H", "H", "H", "H", "H", "H", "H", "H", "H", "H", "C", "C", "O", "H", "H", "H", "C", "Si", "C", "C", "C", "C", "C", "C", "C", "H", "H", "H", "H", "H", "H", "H", "H", "H", "H", "H", "C", "C", "C", "C", "Si", "Br", "C", "C", "C", "C", "C", "C", "C", "C", "H", "H", "H", "H", "H", "H", "H", "H", "H", "H", "H", "H", "H", "H", "H", "H", "H", "H", "H", "H", "H", "H", "H", "H", "H", "H", "H", "C", "N", "C", "C", "C", "N", "C", "O", "N", "H", "H", "H", "H", "H", "H", "H"], "coordinates": [[1.35, 2.12, -0.85], [5.13, 0.92, -1.87], [4.52, 0.49, -0.73], [5.26, 0.26, 0.43], [6.63, 0.30, 0.80], [6.97, 0.02, 2.11], [6.01, -0.29, 3.08], [4.64, -0.32, 2.73], [4.28, -0.05, 1.43], [2.66, 0.05, 0.56], [2.50, -1.50, -0.41], [1.40, -1.66, -1.25], [1.27, -2.80, -2.05], [2.22, -3.80, -1.99], [3.31, -3.66, -1.13], [3.45, -2.52, -0.36], [1.69, -0.54, 2.09], [1.64, -1.86, 2.54], [1.00, -2.20, 3.73], [0.39, -1.21, 4.49], [0.43, 0.11, 4.06], [1.07, 0.43, 2.87], [7.39, 0.54, 0.07], [8.02, 0.04, 2.40], [6.31, -0.51, 4.09], [3.90, -0.55, 3.48], [0.63, -0.89, -1.29], [0.42, -2.90, -2.71], [2.12, -4.69, -2.60], [4.06, -4.44, -1.08], [4.31, -2.40, 0.29], [2.11, -2.64, 1.96], [0.98, -3.23, 4.05], [-0.11, -1.47, 5.42], [-0.04, 0.88, 4.65], [1.10, 1.47, 2.54], [-1.74, 2.34, 0.65], [-0.48, 2.00, -0.07], [-0.46, 1.06, -0.89], [-2.29, 1.43, 0.91], [-2.34, 2.94, -0.03], [-1.54, 2.93, 1.54], [-0.40, 2.48, -4.01], [0.41, 3.53, -2.65], [1.62, 4.72, -3.48], [-0.96, 4.62, -1.91], [-0.67, 5.41, -0.79], [-1.65, 6.16, -0.16], [-2.96, 6.14, -0.64], [-3.27, 5.37, -1.75], [-2.28, 4.63, -2.38], [-0.87, 3.08, -4.79], [-1.14, 1.81, -3.57], [0.38, 1.87, -4.48], [1.13, 5.33, -4.24], [2.45, 4.18, -3.94], [2.04, 5.41, -2.73], [0.33, 5.40, -0.38], [-1.40, 6.76, 0.71], [-3.73, 6.72, -0.14], [-4.29, 5.35, -2.12], [-2.54, 4.02, -3.24], [-2.86, -4.12, 3.36], [-3.84, -3.11, 2.74], [-3.87, -1.91, 3.71], [-5.24, -3.73, 2.71], [-3.24, -2.60, 0.98], [-1.48, -1.30, 1.34], [-4.52, -1.54, 0.01], [-5.64, -2.40, -0.59], [-5.16, -0.51, 0.95], [-3.86, -0.75, -1.13], [-2.55, -4.08, -0.04], [-2.34, -3.66, -1.50], [-3.50, -5.29, -0.02], [-1.17, -4.54, 0.47], [-3.18, -4.33, 4.39], [-1.85, -3.72, 3.40], [-2.84, -5.07, 2.82], [-4.16, -2.27, 4.70], [-4.58, -1.14, 3.42], [-2.88, -1.45, 3.79], [-5.50, -4.08, 3.72], [-5.30, -4.59, 2.04], [-6.00, -3.02, 2.41], [-6.18, -2.98, 0.17], [-5.27, -3.11, -1.33], [-6.37, -1.76, -1.09], [-5.79, -0.97, 1.71], [-5.79, 0.17, 0.36], [-4.41, 0.10, 1.45], [-3.53, -1.38, -1.95], [-3.00, -0.17, -0.79], [-4.59, -0.04, -1.54], [-3.28, -3.49, -2.02], [-1.82, -4.47, -2.03], [-1.72, -2.77, -1.58], [-4.50, -5.03, -0.38], [-3.60, -5.72, 0.98], [-3.11, -6.07, -0.67], [-0.42, -3.75, 0.34], [-0.84, -5.39, -0.13], [-1.17, -4.84, 1.51], [4.60, 5.46, -0.73], [4.49, 4.18, -1.40], [5.18, 3.95, -2.59], [5.03, 2.81, -3.28], [4.19, 1.73, -2.69], [3.21, 2.26, -1.80], [3.42, 3.36, -1.13], [2.55, 3.68, -0.26], [3.54, 0.91, -3.67], [5.65, 5.74, -0.65], [4.17, 5.37, 0.26], [4.06, 6.25, -1.27], [5.82, 4.75, -2.92], [5.56, 2.65, -4.20], [4.24, 0.32, -4.12], [2.91, 0.27, -3.18]]}

3.
{"formula": "C37H44CoN5O2Se", "method": "ωB97M-V with the def2-TZVPD basis set", "de_lowest_ev": 0.365, "fmax_ev_per_a": 5.08, "gap_ha": [0.2059, 0.1831], "e_homo_ha": [-0.24320, -0.26087], "multiplicity": 5, "s2": 6.2757, "species": ["Co", "C", "C", "C", "C", "C", "C", "C", "N", "C", "C", "C", "C", "C", "C", "C", "C", "C", "C", "N", "C", "C", "C", "N", "C", "C", "C", "C", "C", "C", "C", "C", "C", "C", "C", "C", "C", "C", "N", "C", "C", "H", "H", "H", "H", "H", "H", "H", "H", "H", "H", "H", "H", "H", "H", "H", "H", "H", "H", "H", "H", "H", "H", "H", "H", "H", "H", "H", "H", "H", "H", "H", "H", "H", "H", "H", "H", "H", "H", "H", "H", "H", "H", "H", "H", "O", "O", "Se", "C", "N"], "coordinates": [[-0.02, 0.15, -0.28], [5.34, -1.41, 1.03], [5.03, -1.81, -0.42], [3.55, -1.84, -0.69], [2.68, -2.88, -0.99], [2.87, -4.31, -1.22], [2.64, -4.78, -2.66], [1.36, -2.30, -1.06], [1.44, -0.92, -0.83], [2.75, -0.67, -0.55], [3.28, 0.69, -0.45], [2.55, 1.33, 0.66], [3.10, 2.08, 1.73], [4.50, 2.67, 1.77], [4.74, 3.76, 0.71], [2.05, 2.40, 2.57], [0.87, 1.89, 1.96], [-0.42, 2.28, 2.25], [-1.53, 2.03, 1.40], [-1.42, 1.34, 0.18], [-2.72, 1.31, -0.38], [-3.00, 0.76, -1.64], [-2.27, -0.36, -2.05], [-1.12, -0.81, -1.48], [-0.87, -2.10, -2.00], [0.19, -2.88, -1.53], [-1.80, -2.34, -3.07], [-2.70, -1.29, -3.06], [-3.91, -1.12, -3.90], [-5.24, -1.53, -3.30], [-1.88, -3.67, -3.81], [-2.50, -4.72, -2.90], [-3.62, 1.99, 0.51], [-2.90, 2.47, 1.59], [-3.29, 3.22, 2.82], [-3.66, 2.29, 3.99], [-5.06, 2.19, 0.21], [-5.36, 3.56, -0.48], [1.20, 1.25, 0.72], [2.14, 3.13, 3.88], [1.86, 2.28, 5.13], [6.25, -1.94, 1.38], [4.47, -1.60, 1.65], [5.56, -0.35, 1.10], [5.41, -2.82, -0.57], [5.54, -1.20, -1.20], [2.24, -4.94, -0.54], [3.92, -4.61, -0.94], [1.57, -4.81, -2.96], [3.04, -5.81, -2.82], [3.13, -4.12, -3.33], [4.38, 0.75, -0.30], [5.25, 1.86, 1.66], [4.63, 3.10, 2.80], [4.51, 3.35, -0.28], [5.77, 4.12, 0.79], [4.03, 4.60, 0.81], [-0.64, 2.67, 3.27], [-3.84, 1.11, -2.28], [0.16, -3.95, -1.65], [-3.72, -1.74, -4.81], [-3.94, -0.04, -4.22], [-5.24, -2.59, -3.02], [-6.04, -1.37, -4.02], [-5.49, -0.93, -2.41], [-0.85, -3.97, -4.13], [-2.50, -3.48, -4.71], [-1.77, -5.10, -2.19], [-2.80, -5.56, -3.54], [-3.34, -4.32, -2.30], [-4.16, 3.85, 2.58], [-2.42, 3.86, 3.10], [-4.53, 1.66, 3.75], [-3.98, 2.86, 4.88], [-2.82, 1.63, 4.24], [-5.59, 2.20, 1.18], [-5.49, 1.38, -0.39], [-4.93, 4.36, 0.14], [-6.44, 3.72, -0.46], [-4.97, 3.55, -1.49], [1.44, 4.01, 3.87], [3.17, 3.51, 4.01], [0.88, 1.76, 5.07], [1.85, 2.98, 5.99], [2.65, 1.51, 5.28], [1.44, 1.60, -1.75], [2.91, 1.29, -1.70], [-0.70, -1.39, 1.73], [1.05, -1.81, 2.11], [2.15, -2.16, 2.27]]}

4.
{"formula": "C10H20N5S2", "method": "ωB97M-V with the def2-TZVPD basis set", "fmax_ev_per_a": 2.49, "gap_ha": 0.2655, "e_homo_ha": -0.38589, "charge": 1, "smiles": "CCN(CC)C(=S)SCCCNc1nc[nH][nH+]1", "species": ["C", "C", "N", "C", "C", "C", "S", "S", "C", "C", "C", "N", "C", "N", "C", "N", "N", "H", "H", "H", "H", "H", "H", "H", "H", "H", "H", "H", "H", "H", "H", "H", "H", "H", "H", "H", "H"], "coordinates": [[3.45, -0.64, 2.42], [2.97, -1.37, 1.14], [2.65, -0.47, -0.02], [3.46, 0.75, -0.05], [3.26, 1.56, -1.37], [2.82, -1.26, -1.19], [4.22, -1.55, -1.97], [1.30, -2.04, -1.80], [-0.04, -0.90, -1.29], [-1.38, -1.66, -1.01], [-2.24, -0.91, 0.08], [-3.50, -0.40, -0.49], [-4.09, 0.63, 0.10], [-3.66, 1.25, 1.23], [-4.55, 2.23, 1.42], [-5.47, 2.22, 0.48], [-5.23, 1.20, -0.37], [3.42, -1.39, 3.24], [2.71, 0.13, 2.69], [4.46, -0.25, 2.27], [3.65, -2.18, 0.81], [2.01, -1.88, 1.41], [4.54, 0.56, 0.10], [3.18, 1.46, 0.76], [4.09, 1.43, -2.08], [3.21, 2.64, -1.11], [2.29, 1.34, -1.85], [-0.20, -0.21, -2.14], [0.27, -0.31, -0.41], [-1.94, -1.64, -1.96], [-1.20, -2.67, -0.64], [-1.62, -0.07, 0.43], [-2.43, -1.56, 0.95], [-3.94, -0.79, -1.31], [-4.42, 2.90, 2.27], [-6.23, 2.89, 0.44], [-5.81, 0.96, -1.17]]}